{
  "formula": "H31O15",
  "method": "ωB97M-V/def2-TZVPD",
  "spin_multiplicity": 1,
  "homo_lumo_gap_ev": 11.00,
  "total_charge": 1,
  "relative_energy_kj_mol": 131.4,
  "homo_ev": -13.42,
  "elements": ["O", "O", "O", "O", "O", "O", "O", "O", "O", "O", "O", "O", "O", "O", "O", "H", "H", "H", "H", "H", "H", "H", "H", "H", "H", "H", "H", "H", "H", "H", "H", "H", "H", "H", "H", "H", "H", "H", "H", "H", "H", "H", "H", "H", "H", "H"],
  "positions_angstrom": [[3.65477, -1.63262, -0.37920], [0.59862, -1.40005, -3.11551], [2.96114, 0.34089, 1.68461], [-2.38414, -1.53726, -1.18590], [-2.52038, 1.09680, 0.20415], [0.12006, -1.21709, 0.27768], [1.63442, 3.16814, -2.20238], [-0.33531, 0.94624, 1.63327], [1.64211, 1.03658, -0.36098], [-2.50357, -1.04423, 1.28884], [-2.66828, 0.57286, -2.64821], [-0.81087, -2.65610, 2.83810], [1.51008, 1.49158, 3.16068], [1.28768, -1.35270, 2.73759], [-1.02353, 2.68887, -2.66784], [-0.52148, -1.48246, 0.95013], [-2.42505, 0.63618, -0.64160], [4.39311, -2.13079, -0.74034], [-1.50359, 3.45996, -2.33802], [0.42803, -1.34038, 3.17374], [2.84729, -1.75136, -0.88752], [2.55958, -0.57729, 1.77975], [1.61455, 2.01154, -0.36091], [-3.27679, 1.66842, 0.01552], [1.76481, -2.16544, 2.92785], [-3.34009, -0.69038, 1.60297], [0.71519, 1.48017, 2.47733], [2.23402, 2.41345, -2.19113], [-2.68560, -1.51885, 0.45664], [-0.08097, 2.94535, -2.59863], [0.82161, 0.69156, 0.05949], [-1.45139, -1.93322, 2.80940], [-1.29221, -3.48841, 2.87821], [-0.03459, -1.76734, -3.74015], [-1.81072, 1.03055, -2.53342], [2.44342, 1.14682, 2.42265], [-2.75246, -2.39512, -1.44037], [1.37294, 0.61229, 3.55127], [-3.02902, 0.84168, -3.49772], [0.02767, -1.75217, -0.51640], [-1.22099, 1.34244, 1.51063], [2.10866, 3.87320, -2.65858], [-2.70606, -0.97660, -1.93947], [2.75203, 0.47305, 0.66919], [-0.55015, 0.14345, 1.12549], [1.43548, -1.30218, -3.59095]]
}

---

{
  "formula": "H31O16",
  "method": "ωB97M-V/def2-TZVPD",
  "spin_multiplicity": 1,
  "homo_lumo_gap_ev": 9.45,
  "total_charge": -1,
  "relative_energy_kj_mol": 346.7,
  "homo_ev": -7.09,
  "elements": ["O", "O", "O", "O", "O", "O", "O", "O", "O", "O", "O", "O", "O", "O", "O", "O", "H", "H", "H", "H", "H", "H", "H", "H", "H", "H", "H", "H", "H", "H", "H", "H", "H", "H", "H", "H", "H", "H", "H", "H", "H", "H", "H", "H", "H", "H", "H"],
  "positions_angstrom": [[-1.40638, -1.64668, 4.67104], [1.32336, 1.36975, -2.97643], [3.16178, -4.36168, 1.63930], [-2.84484, 2.97608, 0.26249], [0.83710, 5.03809, 0.30342], [-1.18373, 0.68934, -1.13684], [-1.72917, -0.50416, 2.34014], [-2.23349, -2.26965, -3.44437], [2.31205, 2.79342, -0.38792], [3.42504, -0.82899, 0.65777], [1.36007, 1.30858, 2.12011], [0.67724, 0.12746, 5.23189], [-0.37628, -0.67770, -3.09329], [-5.23968, 0.30886, -1.30018], [2.42767, -1.09165, -2.64780], [-1.67851, -3.37366, -0.94876], [-1.18527, -2.68642, -0.52737], [-1.80486, -0.02808, -1.00220], [1.80690, 1.99319, -0.60636], [-2.80454, 3.93365, 0.08807], [-2.55571, -2.24873, -4.32870], [0.25002, -0.93368, -3.78557], [2.00266, 3.15747, -1.33516], [0.67130, 0.48469, -2.92444], [4.08140, -4.19867, 1.42662], [-5.08553, 0.03166, -2.20047], [-0.81902, -2.35297, 4.38084], [1.67656, -0.76626, -2.14627], [1.79944, 4.93265, 0.18867], [-2.02769, 2.51397, 0.43210], [2.22537, 1.20414, -3.19300], [-0.13409, -0.37652, 5.10456], [2.77316, -0.38434, 1.24230], [2.33305, -1.19321, -3.58722], [1.33585, -0.49038, 5.59005], [-4.43324, 0.35935, -0.79317], [2.63427, -3.82260, 0.99421], [2.94253, -1.12990, -0.10516], [2.02131, 1.86713, 1.67069], [-1.26656, -0.30674, 1.53912], [-1.67730, -1.08193, 3.90795], [0.46886, 4.30979, -0.17673], [-1.73824, -3.11348, -1.86857], [-0.72346, 0.25668, -1.91883], [-1.92330, 0.24786, 2.89093], [1.69655, 1.46767, 3.01148], [-1.37267, -1.50338, -3.25895]]
}

---

{
  "formula": "H31O16",
  "method": "ωB97M-V/def2-TZVPD",
  "spin_multiplicity": 1,
  "homo_lumo_gap_ev": 9.98,
  "total_charge": -1,
  "relative_energy_kj_mol": 9.6,
  "homo_ev": -7.33,
  "elements": ["O", "O", "O", "O", "O", "O", "O", "O", "O", "O", "O", "O", "O", "O", "O", "O", "H", "H", "H", "H", "H", "H", "H", "H", "H", "H", "H", "H", "H", "H", "H", "H", "H", "H", "H", "H", "H", "H", "H", "H", "H", "H", "H", "H", "H", "H", "H"],
  "positions_angstrom": [[4.43596, -1.54368, -0.35736], [3.06399, -3.80979, -0.64101], [1.45173, -1.54490, -1.33272], [-0.56445, -1.57908, 1.34919], [-2.24833, -0.28701, 0.20298], [-1.08814, 1.91866, 1.18517], [-4.73739, 1.96854, -3.53320], [2.09246, -3.23691, 2.52619], [-5.09631, 1.95504, 0.13323], [4.16354, -1.23919, 3.02221], [-1.55360, 2.10055, -2.63623], [-3.07852, 3.60327, 0.79157], [-1.43659, -0.56973, -2.16560], [1.06221, 0.36397, 2.20300], [2.78647, 0.44896, 0.29499], [0.91938, 1.88970, -0.77700], [3.45970, -0.83902, 2.48819], [-0.50129, 1.88526, 0.40365], [0.50939, 2.33268, -1.54214], [3.84240, -2.15214, 2.92115], [0.61212, 0.97954, -0.91319], [-1.80359, -0.61815, -1.19475], [-4.38730, 1.07618, -3.53334], [1.54796, -2.44228, 2.40137], [-2.61746, 3.80178, -0.03502], [-2.41910, 2.95245, 1.15593], [0.41084, -0.34355, 1.91855], [-0.36418, -2.14630, 0.59559], [3.56075, -4.36845, -1.24004], [-3.11764, -0.59821, 0.46950], [1.63911, -2.39970, -0.90619], [2.00252, 0.48038, 0.94348], [2.60794, 1.28436, -0.16282], [-4.51446, 1.26208, 0.45801], [0.44963, 1.11720, 2.10200], [-1.39352, -0.92944, 0.79356], [-2.34015, 2.14694, -3.19101], [3.67242, -3.11256, -0.28513], [-5.13747, 2.16864, -2.68133], [-1.43714, 0.99888, 1.26598], [2.47477, -3.32232, 1.64054], [1.60464, -0.93267, -0.59027], [-0.58270, -1.02242, -2.08701], [3.57441, -1.07178, -0.34720], [-1.50297, 1.12714, -2.44342], [4.91368, -1.26235, 0.43122], [-4.51342, 2.74382, 0.23060]]
}

---

{
  "formula": "H32O16",
  "method": "ωB97M-V/def2-TZVPD",
  "spin_multiplicity": 1,
  "homo_lumo_gap_ev": 10.15,
  "relative_energy_kj_mol": 653.6,
  "homo_ev": -10.65,
  "elements": ["O", "O", "O", "O", "O", "O", "O", "O", "O", "O", "O", "O", "O", "O", "O", "O", "H", "H", "H", "H", "H", "H", "H", "H", "H", "H", "H", "H", "H", "H", "H", "H", "H", "H", "H", "H", "H", "H", "H", "H", "H", "H", "H", "H", "H", "H", "H", "H"],
  "positions_angstrom": [[4.14389, -3.05676, 3.08713], [4.68689, -0.16687, -0.03454], [-0.04573, 4.51008, 1.36356], [3.90014, -3.11358, -0.31635], [-1.41126, 1.74774, 0.14003], [0.97458, 2.78082, -0.60002], [1.21698, 0.34011, 0.96226], [-1.40270, 0.86915, 4.65582], [-0.33044, 0.35152, -5.09737], [-1.66927, -4.10705, 1.59608], [-3.81515, 0.38970, -4.23578], [-2.93564, 1.38571, -1.92530], [1.66127, 0.35517, -3.06758], [-3.95250, -0.08572, 0.09322], [1.59056, -0.89618, 3.30825], [-1.51133, -1.49054, -0.36481], [2.11520, 0.31325, 0.59978], [4.70573, 0.39494, 0.75099], [0.64018, 3.06453, -1.46133], [1.19277, -1.36784, 2.56591], [-2.97646, 0.02752, -4.54374], [4.35099, -2.43048, 2.38130], [-1.42611, -0.64536, -0.78668], [-2.17011, 0.45324, 5.05985], [-0.95015, -4.42535, 2.15281], [4.25186, -3.78753, 0.26887], [-3.75580, 0.45136, -3.26689], [0.19484, 3.69863, 0.90139], [0.30144, 0.21536, -5.80967], [-1.43357, 1.78883, 4.93520], [-4.58270, -0.68639, 0.50243], [4.01188, 0.19772, -0.61552], [-0.94537, 4.78134, 1.53173], [-1.46688, -3.16527, 1.52111], [0.81670, -0.87236, 3.88714], [3.77878, -2.46479, 3.75661], [3.60671, -3.48778, -1.14928], [0.13674, 2.65524, -0.11669], [-2.10747, 1.94276, 0.78185], [-1.73015, 1.13342, -0.53542], [0.22279, 0.33265, -4.29622], [1.43433, 0.99603, -2.38976], [-3.29320, 0.07617, 0.77614], [1.48221, -0.55989, -2.84128], [-2.97282, 2.28114, -2.28006], [0.61716, 0.29334, 0.21496], [-1.57735, -2.30183, -0.87273], [-3.57250, 1.28410, -1.18737]]
}

---

{
  "formula": "H32O16",
  "method": "ωB97M-V/def2-TZVPD",
  "spin_multiplicity": 1,
  "homo_lumo_gap_ev": 10.20,
  "relative_energy_kj_mol": 383.1,
  "homo_ev": -10.31,
  "elements": ["O", "O", "O", "O", "O", "O", "O", "O", "O", "O", "O", "O", "O", "O", "O", "O", "H", "H", "H", "H", "H", "H", "H", "H", "H", "H", "H", "H", "H", "H", "H", "H", "H", "H", "H", "H", "H", "H", "H", "H", "H", "H", "H", "H", "H", "H", "H", "H"],
  "positions_angstrom": [[-1.88073, 2.03740, -0.29300], [-2.71073, -1.39160, 0.45600], [1.83927, -2.70960, -2.86000], [-0.11673, 3.46740, 1.89900], [0.32827, 3.53540, -1.39500], [1.66827, -1.45360, 2.04300], [-0.59073, -2.51660, -1.22800], [-0.57873, -2.81160, 1.82000], [-2.70573, -0.03960, -2.13700], [1.55827, 1.08540, -2.00300], [-0.14073, -0.11660, -0.12800], [-2.11873, 1.08840, 2.43300], [2.65727, -0.90060, -0.45400], [1.63027, 1.60240, 1.15600], [0.10227, 0.08440, 3.39600], [0.14027, -0.42760, -3.74200], [0.87927, 0.73540, -2.62500], [0.29127, -2.42560, 1.79000], [2.13827, 0.33740, -1.78100], [2.08527, -3.47860, -2.39500], [-1.35873, 2.80840, -0.44600], [0.93527, -0.61560, -4.27500], [1.07727, -0.83760, 2.53500], [2.08327, 1.21240, 1.90500], [0.34427, 4.16540, 2.28000], [-0.80673, 0.35040, 3.12900], [-2.47173, -0.79560, -1.59400], [-2.93473, -0.39360, -3.01300], [2.21827, -0.95160, 0.38800], [0.14027, -0.42960, 4.18900], [-3.31173, -0.64460, 0.41200], [-2.34873, 1.90840, 2.94300], [0.68327, 2.65040, -1.45500], [-1.48373, -2.78360, -1.05000], [-1.23173, 1.32640, -0.37200], [-3.28173, -2.11760, 0.76200], [2.27627, 2.00740, 0.60200], [0.91627, 4.01240, -0.78900], [1.05527, -2.43760, -2.41500], [-0.38173, -1.83160, -0.62200], [0.30327, 0.39040, 0.57600], [2.37027, -1.53860, 2.68000], [-1.07073, -2.03960, 1.49800], [0.47527, 2.75240, 1.69000], [-1.92473, 1.32240, 1.50500], [-0.35573, -1.27960, -3.76100], [3.10827, -1.77660, -0.44600], [0.50027, -0.13560, -0.80800]]
}